[1]
ORCA calculation (ωB97M-V/def2-TZVPD) on C13H31NO7PRb as an isolated structure.

XYZ file:
```
54
Properties=species:S:1:pos:R:3
Rb 0.09 1.38 1.70
P 1.83 1.30 4.52
O 1.20 -0.01 5.01
O 2.61 1.00 3.14
O 2.80 1.87 5.61
O 0.65 2.30 4.27
C 3.66 -0.57 -2.44
C 2.17 -0.75 -2.08
C 1.40 -0.54 -3.37
C -0.02 -1.12 -3.37
C -0.06 -2.54 -2.79
C 0.68 -2.72 -1.45
N 2.01 -2.10 -1.56
O 2.88 -2.43 -0.50
C -0.16 -2.24 -0.26
C 0.93 -4.23 -1.35
C 1.81 0.32 -1.04
H 3.93 -1.32 -3.19
H 4.32 -0.64 -1.58
H 3.87 0.39 -2.92
H 1.30 0.51 -3.65
H 1.88 -1.14 -4.16
H -0.40 -1.13 -4.39
H -0.72 -0.52 -2.78
H 0.13 -3.30 -3.55
H -1.12 -2.73 -2.56
H 0.49 -2.03 0.60
H -0.72 -1.33 -0.45
H -0.76 -3.09 0.08
H 0.01 -4.82 -1.49
H 1.61 -4.52 -2.16
H 1.39 -4.52 -0.41
H 0.72 0.27 -0.91
H 1.88 1.33 -1.47
H 2.35 0.34 -0.09
H 2.63 -1.85 0.25
C -3.76 1.14 1.32
C -3.77 -0.09 0.41
O -3.01 0.19 -0.77
H -4.00 2.03 0.73
H -2.75 1.27 1.70
H -4.41 0.95 2.18
H -4.78 -0.34 0.06
H -3.28 -0.90 0.97
H -3.50 -0.04 -1.56
C -1.58 4.42 1.95
C -1.70 4.28 3.48
O -1.75 2.90 3.79
H -0.60 4.17 1.51
H -1.78 5.43 1.59
H -2.29 3.70 1.54
H -2.65 4.73 3.77
H -0.88 4.72 4.06
H -0.80 2.63 4.08
```

Largest force on an atom ... 3.08 eV Å⁻¹
HOMO level ... 0.0624 hartree
Net charge ... -2

Charges computed using Löwdin, reported in e: 0.84 -0.16 -0.53 -0.66 -0.56 -0.57 -0.04 -0.51 -0.14 -0.18 -0.14 -0.50 -0.12 0.01 -0.01 -0.05 -0.05 0.08 0.08 0.08 0.12 0.12 0.10 0.10 0.11 0.12 0.09 0.06 0.09 0.08 0.08 0.08 0.04 0.09 0.08 0.11 -0.07 -0.29 -0.10 0.08 0.02 0.09 0.11 0.11 0.07 -0.12 -0.33 -0.20 0.04 0.06 0.04 0.09 0.11 -0.03

[2]
ORCA calculation (ωB97M-V/def2-TZVPD) on C2H6I2N as an isolated structure.

XYZ file:
```
11
Properties=species:S:1:pos:R:3
C 0.34 0.91 0.20
C -0.70 -0.51 -1.36
N 0.44 0.11 1.41
I 0.64 -0.81 -3.05
I -1.38 -2.07 -0.17
H -0.29 1.85 0.23
H 1.16 1.07 -0.41
H -1.61 0.01 -1.79
H -0.22 -0.65 1.20
H 0.22 0.49 2.25
H 1.40 -0.39 1.49
```

Largest force on an atom ... 5.48 eV Å⁻¹
HOMO level (spin up / spin down) ... -0.4844 / -0.4843 hartree
Net charge ... +1

Charges computed using Löwdin, reported in e: -0.04 -1.16 0.09 0.74 0.96 0.13 0.03 -0.03 -0.07 0.12 0.23

Calculated values (Ha) of total energy for the records, taken in order: -1460.77889; -729.56121.
Calculated values (kJ/mol) of ΔE to the lowest compared entry with this formula, charge and spin for the records, taken in order: 252.2; 318.5.